Computed, not measured: 13 unconnected molecules or ions with the total composition C46H78BO38S9 at a distorted geometry, with ωB97M-V/def2-TZVPD.

Bonds (Å) are listed after each position.
Positions of all 172 atoms, in Å:
1 O -2.28587 -2.32546 1.90254  C2 1.236
2 C -1.46497 -1.52138 1.44847  O1 1.236, O3 1.295, C6 1.591
3 O -0.53711 -1.83904 0.60258  C2 1.295, B4 1.458
4 B 0.14559 -0.63484 0.14454  O3 1.458, O5 1.447, O8 1.490, O12 1.483
5 O -0.45286 0.49732 0.81832  B4 1.447, C6 1.320
6 C -1.38896 0.05628 1.63833  C2 1.591, O5 1.320, O7 1.217
7 O -2.11100 0.72072 2.35904  C6 1.217
8 O 0.02616 -0.59700 -1.34023  B4 1.490, C9 1.376
9 C 1.28833 -0.68135 -1.88105  O8 1.376, O10 1.190, C11 1.557
10 O 1.59209 -0.70330 -3.03123  C9 1.190
11 C 2.29447 -0.68745 -0.69294  C9 1.557, O12 1.316, O13 1.225
12 O 1.60102 -0.68908 0.42588  B4 1.483, C11 1.316
13 O 3.50562 -0.61746 -0.86508  C11 1.225
14 C -1.26162 3.18010 5.42605  C15 1.546, O20 1.456, H21 1.090, H22 1.090
15 C -1.44603 1.70230 5.84080  C14 1.546, O16 1.410, H23 1.090, H24 1.090
16 O -2.84399 1.58464 5.98573  C15 1.410, S17 1.674
17 S -3.72911 2.62963 5.02293  O16 1.674, O18 1.462, O19 1.462, O20 1.673
18 O -4.68231 3.35166 5.86395  S17 1.462
19 O -4.23899 1.89892 3.86324  S17 1.462
20 O -2.37036 3.47075 4.52762  C14 1.456, S17 1.673
21 H -0.26126 3.42610 5.06989  C14 1.090
22 H -1.43820 3.82372 6.28784  C14 1.090
23 H -1.02369 1.42621 6.80698  C15 1.090
24 H -1.16158 1.14591 4.94771  C15 1.090
25 C 1.22798 3.10012 -2.90102  C26 1.552, O31 1.373, H32 1.090, H33 1.090
26 C 2.47459 2.25213 -3.26791  C25 1.552, O27 1.411, H34 1.090, H35 1.090
27 O 3.39854 3.16931 -3.81144  C26 1.411, S28 1.652
28 S 3.18735 4.69214 -3.20590  O27 1.652, O29 1.495, O30 1.470, O31 1.649
29 O 3.67335 5.68720 -4.20949  S28 1.495
30 O 3.59829 4.66096 -1.79530  S28 1.470
31 O 1.56690 4.38875 -3.23383  C25 1.373, S28 1.649
32 H 0.95514 3.20848 -1.85130  C25 1.090
33 H 0.30240 2.82638 -3.40745  C25 1.090
34 H 2.26758 1.56586 -4.08906  C26 1.090
35 H 2.91497 1.80612 -2.37614  C26 1.090
36 C 6.86612 0.76167 0.40246  C37 1.489, O42 1.392, H43 1.090, H44 1.090
37 C 5.80264 1.67091 -0.10599  C36 1.489, O38 1.469, H45 1.090, H46 1.090
38 O 6.51622 2.93318 -0.34405  C37 1.469, S39 1.650
39 S 8.00367 3.00083 0.36711  O38 1.650, O40 1.493, O41 1.446, O42 1.639
40 O 7.84882 3.47946 1.77314  S39 1.493
41 O 9.03778 3.59962 -0.44782  S39 1.446
42 O 8.12001 1.36595 0.40355  C36 1.392, S39 1.639
43 H 7.09422 0.07388 -0.41180  C36 1.090
44 H 6.52326 0.26078 1.30780  C36 1.090
45 H 4.99874 1.91621 0.58803  C37 1.090
46 H 5.41877 1.31400 -1.06169  C37 1.090
47 O 0.00902 4.19623 2.27588  S48 1.440
48 S -1.00337 5.15548 1.91644  O47 1.440, O49 1.490, O50 1.691, C53 1.944
49 O -1.22368 6.39705 2.71062  S48 1.490
50 O -0.81178 5.57029 0.28824  S48 1.691, C51 1.392
51 C -1.56225 6.65532 -0.15578  O50 1.392, C52 1.556, H54 1.090, H55 1.090
52 C -1.56331 6.35020 -1.68185  C51 1.556, H56 1.090, H57 1.090, H58 1.090
53 C -2.68413 4.18559 1.79779  S48 1.944, H59 1.090, H60 1.090, H61 1.090
54 H -1.16366 7.64087 0.08483  C51 1.090
55 H -2.62461 6.64792 0.08804  C51 1.090
56 H -1.99251 7.23478 -2.15240  C52 1.090
57 H -2.25550 5.52247 -1.83628  C52 1.090
58 H -0.56132 6.19690 -2.08262  C52 1.090
59 H -2.52646 3.13254 2.03088  C53 1.090
60 H -3.15005 4.36544 0.82894  C53 1.090
61 H -3.36589 4.67173 2.49563  C53 1.090
62 O -2.66793 1.98115 -1.33108  S63 1.462
63 S -3.04960 1.21269 -2.51435  O62 1.462, O64 1.441, O65 1.674, C68 1.875
64 O -4.04832 1.63280 -3.46431  S63 1.441
65 O -1.70286 0.62465 -3.31524  S63 1.674, C66 1.364
66 C -1.73423 -0.23417 -4.37407  O65 1.364, C67 1.481, H69 1.090, H70 1.090
67 C -0.82914 0.39380 -5.36461  C66 1.481, H71 1.090, H72 1.090, H73 1.090
68 C -3.65929 -0.42061 -1.82362  S63 1.875, H74 1.090, H75 1.090, H76 1.090
69 H -2.72713 -0.51635 -4.72424  C66 1.090
70 H -1.25337 -1.16977 -4.08852  C66 1.090
71 H 0.23651 0.19684 -5.24769  C67 1.090
72 H -0.86713 1.47929 -5.45610  C67 1.090
73 H -1.14033 0.17720 -6.38654  C67 1.090
74 H -4.57058 -0.20924 -1.26420  C68 1.090
75 H -2.96861 -0.74142 -1.04378  C68 1.090
76 H -3.76390 -1.21428 -2.56338  C68 1.090
77 O 6.88380 1.96220 -3.57853  S78 1.485
78 S 7.08753 1.44631 -4.95631  O77 1.485, O79 1.435, O80 1.618, C83 1.861
79 O 8.36256 1.38670 -5.61249  S78 1.435
80 O 6.44158 -0.03463 -5.04391  S78 1.618, C81 1.370
81 C 5.43475 -0.35994 -4.17288  O80 1.370, C82 1.545, H84 1.090, H85 1.090
82 C 5.93906 -1.32798 -3.07949  C81 1.545, H86 1.090, H87 1.090, H88 1.090
83 C 5.80490 2.14667 -6.10922  S78 1.861, H89 1.090, H90 1.090, H91 1.090
84 H 4.62246 -0.92789 -4.62642  C81 1.090
85 H 4.86570 0.47317 -3.76029  C81 1.090
86 H 6.69979 -0.88290 -2.43817  C82 1.090
87 H 6.52804 -2.10053 -3.57383  C82 1.090
88 H 5.08905 -1.82669 -2.61379  C82 1.090
89 H 5.93770 1.69281 -7.09130  C83 1.090
90 H 5.94085 3.22758 -6.07407  C83 1.090
91 H 4.78879 1.92121 -5.78550  C83 1.090
92 O 4.10322 1.74450 4.32549  S93 1.435
93 S 2.76336 2.25899 4.33433  O92 1.435, O94 1.445, O95 1.617, C98 1.860
94 O 1.99662 2.43416 5.54689  S93 1.445
95 O 2.77155 3.71200 3.62410  S93 1.617, C96 1.415
96 C 3.63750 3.85156 2.51331  O95 1.415, C97 1.533, H99 1.090, H100 1.090
97 C 3.31673 5.22637 1.91582  C96 1.533, H101 1.090, H102 1.090, H103 1.090
98 C 1.74240 1.32236 3.09327  S93 1.860, H104 1.090, H105 1.090, H106 1.090
99 H 3.45684 3.03939 1.80914  C96 1.090
100 H 4.69838 3.69165 2.70584  C96 1.090
101 H 2.25435 5.46817 1.94707  C97 1.090
102 H 3.67042 5.38484 0.89704  C97 1.090
103 H 3.72183 6.03999 2.51751  C97 1.090
104 H 1.01513 1.99562 2.63951  C98 1.090
105 H 1.27941 0.61773 3.78408  C98 1.090
106 H 2.48300 0.80218 2.48580  C98 1.090
107 O -5.22613 -7.30308 0.27427  S108 1.483
108 S -4.28041 -6.32278 0.85988  O107 1.483, O109 1.479, O110 1.714, C113 1.830
109 O -3.57360 -6.58966 2.13093  S108 1.479
110 O -3.15991 -5.90606 -0.36806  S108 1.714, C111 1.419
111 C -2.32035 -4.77475 -0.19797  O110 1.419, C112 1.514, H114 1.090, H115 1.090
112 C -1.05626 -5.11669 -0.95851  C111 1.514, H116 1.090, H117 1.090, H118 1.090
113 C -5.10201 -4.70584 1.10400  S108 1.830, H119 1.090, H120 1.090, H121 1.090
114 H -2.11141 -4.53352 0.84426  C111 1.090
115 H -2.78630 -3.80513 -0.37347  C111 1.090
116 H -0.52454 -5.95932 -0.51651  C112 1.090
117 H -0.46065 -4.20686 -1.03298  C112 1.090
118 H -1.30222 -5.47694 -1.95743  C112 1.090
119 H -5.62708 -4.43674 0.18749  C113 1.090
120 H -4.30113 -4.03263 1.40970  C113 1.090
121 H -5.74103 -4.86067 1.97336  C113 1.090
122 O -3.39525 -4.02311 5.41575  S123 1.440
123 S -3.99087 -2.86865 4.79500  O122 1.440, O124 1.532, O125 1.704, C128 1.794
124 O -4.71077 -2.92961 3.44378  S123 1.532
125 O -5.09913 -2.34739 5.98033  S123 1.704, C126 1.443
126 C -6.27739 -1.70252 5.45345  O125 1.443, C127 1.518, H129 1.090, H130 1.090
127 C -7.19637 -1.04947 6.47046  C126 1.518, H131 1.090, H132 1.090, H133 1.090
128 C -2.83809 -1.49538 4.86172  S123 1.794, H134 1.090, H135 1.090, H136 1.090
129 H -6.87700 -2.45297 4.93827  C126 1.090
130 H -6.11889 -1.05346 4.59225  C126 1.090
131 H -7.42630 -1.63424 7.36110  C127 1.090
132 H -8.15987 -0.65258 6.15071  C127 1.090
133 H -6.62261 -0.24442 6.92958  C127 1.090
134 H -3.38834 -0.62377 4.50732  C128 1.090
135 H -1.97583 -1.62210 4.20709  C128 1.090
136 H -2.57918 -1.40927 5.91702  C128 1.090
137 C -6.47572 -0.63422 1.13821  C138 1.378, C142 1.353, H143 1.080
138 C -7.26430 0.00210 0.20440  C137 1.378, C139 1.365, H144 1.080
139 C -6.87682 1.16295 -0.39989  C138 1.365, C140 1.366, H145 1.080
140 C -5.70457 1.77554 -0.05740  C139 1.366, C141 1.394, H146 1.080
141 C -4.92818 1.17326 0.93177  C140 1.394, C142 1.412, H147 1.080
142 C -5.29846 -0.06909 1.49033  C137 1.353, C141 1.412, H148 1.080
143 H -6.86570 -1.56791 1.51573  C137 1.080
144 H -8.10736 -0.58282 -0.13253  C138 1.080
145 H -7.55578 1.56110 -1.13941  C139 1.080
146 H -5.41012 2.73416 -0.45836  C140 1.080
147 H -4.11773 1.75129 1.35064  C141 1.080
148 H -4.63918 -0.54547 2.20083  C142 1.080
149 C 3.42004 -3.90999 0.42692  C150 1.363, C154 1.367, H155 1.080
150 C 4.00647 -4.90676 -0.29403  C149 1.363, C151 1.441, H156 1.080
151 C 3.26752 -6.14292 -0.33035  C150 1.441, C152 1.391, H157 1.080
152 C 2.05835 -6.29067 0.34192  C151 1.391, C153 1.388, H158 1.080
153 C 1.62658 -5.25835 1.16363  C152 1.388, C154 1.371, H159 1.080
154 C 2.32926 -4.08301 1.23184  C149 1.367, C153 1.371, H160 1.080
155 H 3.87361 -2.93015 0.40236  C149 1.080
156 H 4.81910 -4.69825 -0.97415  C150 1.080
157 H 3.57114 -6.89907 -1.03919  C151 1.080
158 H 1.49106 -7.20937 0.31812  C152 1.080
159 H 0.69183 -5.31485 1.70164  C153 1.080
160 H 1.89409 -3.25566 1.77270  C154 1.080
161 C 0.54791 -5.84932 -5.49903  C162 1.396, C166 1.368, H167 1.080
162 C 0.75686 -4.50779 -5.82477  C161 1.396, C163 1.426, H168 1.080
163 C 1.33108 -3.64130 -4.84820  C162 1.426, C164 1.394, H169 1.080
164 C 1.56135 -4.02972 -3.52912  C163 1.394, C165 1.390, H170 1.080
165 C 1.30598 -5.36717 -3.24814  C164 1.390, C166 1.411, H171 1.080
166 C 0.88549 -6.27402 -4.24336  C161 1.368, C165 1.411, H172 1.080
167 H 0.44559 -6.61878 -6.24994  C161 1.080
168 H 0.45681 -4.23589 -6.82599  C162 1.080
169 H 1.37970 -2.60133 -5.13539  C163 1.080
170 H 1.84419 -3.29594 -2.78887  C164 1.080
171 H 1.39353 -5.81440 -2.26900  C165 1.080
172 H 0.85070 -7.33947 -4.07011  C166 1.080

Output
E_tot ... -224963.4409 eV
Charge ... -1
Highest occupied orbital energy ... -0.2840 Ha
ΔE to the lowest compared entry with this formula, charge and spin ... 49.7 kcal per mole